1.
Density functional theory data (wB97M-V/def2-TZVPD) for C6H14O in the gas phase at a distorted geometry.

Output
* relative energy (zero: lowest compared OMol25 entry of this formula, charge and spin): 34.1 kcal per mole
* lowest unoccupied orbital energy: 1.027 eV
* DFT total energy: -312.20067 hartree
* SMILES string: CCCCCCO
* gap between HOMO and LUMO: 11.25 eV

```
! wB97M-V def2-TZVPD RIJCOSX def2/J DEFGRID3
* xyz 0 1
O 0.10739 -2.88758 -1.92704
C 0.17103 1.12373 1.73899
C 0.46244 -0.93314 -0.64507
C -0.23057 0.43484 -0.76247
C 0.32050 1.48407 0.26602
C 0.88901 -1.68219 -1.89282
C -1.33378 0.91156 2.07992
H -1.82002 1.66825 1.45850
H -1.30790 0.47887 -0.65266
H 0.81188 -1.04894 -2.78892
H -1.64107 -0.11978 1.83454
H 1.37215 1.45736 -0.00195
H 1.92755 -2.00586 -1.78691
H -0.21446 -1.61536 -0.11111
H 0.00841 0.94986 -1.70354
H -0.09621 2.44569 -0.04436
H -1.79310 1.14304 3.07688
H 1.21345 -0.75188 0.14782
H 0.65944 0.23851 2.14476
H 0.38363 2.01740 2.35865
H 0.11025 -3.30848 -2.78923
*
```

***

2.
Density functional theory data (wB97M-V/def2-TZVPD) for C32H34FN3O7S in the gas phase at a distorted geometry.

Output
* lowest unoccupied orbital energy: -1.137 eV
* DFT total energy: -2428.62591 hartree
* SMILES string: CCOC(=O)[C@](F)([C@H](/C=C/N1[C@H](Cc2ccccc2)C(=O)N(C)C1(C)C)c1cccc([N+](=O)[O-])c1)S(=O)(=O)c1ccccc1
* gap between HOMO and LUMO: 7.06 eV

```
! wB97M-V def2-TZVPD RIJCOSX def2/J DEFGRID3
* xyz 0 1
S -4.27511 -0.57697 -0.76629
F -4.53807 2.19832 -1.05306
O -3.82226 -0.82494 -2.13175
O -4.18026 0.52734 6.65871
O -1.54684 0.31826 -1.08122
O -2.09046 2.22124 -2.22960
O 3.43226 4.72256 0.07244
O -3.72423 -1.35315 0.33208
O -2.26666 0.57894 5.56334
N 2.39957 3.33660 1.61026
N -3.52111 0.56404 5.59763
N 0.34654 3.15085 0.73015
C 2.45778 4.08421 0.46292
C -3.54925 1.45914 -0.44509
C -6.23431 1.21641 3.19293
C -6.67074 -0.71758 -2.19939
C -8.62233 -2.00894 -1.56845
C 0.01538 -1.17513 -2.10855
C 3.84265 3.89254 -4.17459
C -5.48653 1.46790 2.02745
C -7.97550 -1.14632 -2.46274
C 1.16045 1.31041 2.22788
C -4.09250 1.29588 2.04075
C -0.27312 0.26748 -1.78523
C -0.98854 2.94426 0.53653
C -6.64259 -2.02654 -0.15907
C -3.22936 1.95199 0.92597
C 2.70157 5.99665 -3.76745
C 1.07848 2.81579 1.95076
C 2.96661 3.25303 -3.29646
C 2.00078 3.99934 -2.60991
C -1.76190 2.07545 1.22629
C -3.50115 0.74846 3.17270
C 3.53895 3.24876 2.49263
C 0.48327 3.53192 3.17485
C 1.12950 3.30850 -1.58978
C -4.23760 0.61706 4.36709
C -6.04424 -1.11726 -1.02651
C 3.71317 5.26778 -4.40581
C -5.62291 0.81235 4.37503
C 1.09078 3.97323 -0.21789
C -2.33042 1.38901 -1.36604
C 1.83394 5.36170 -2.87257
C -7.94541 -2.47080 -0.43475
H 3.66995 2.21601 2.82857
H 1.52822 2.29236 -1.44446
H 1.04139 -1.26449 -2.48356
H 0.20064 0.90712 2.55730
H -3.56008 3.00835 0.91428
H -1.43672 3.55029 -0.25542
H 1.88170 1.14266 3.03778
H -8.47894 -0.80340 -3.36659
H 4.62413 3.31087 -4.66425
H 3.03495 2.17879 -3.09994
H -0.09790 -1.80854 -1.22134
H -6.09018 -2.38647 0.70797
H -5.98896 1.81805 1.12016
H -6.14394 -0.07797 -2.90576
H -2.45007 0.48476 3.19508
H 0.55783 4.61865 3.04056
H -6.16342 0.64879 5.30363
H -1.36979 1.59259 2.10754
H -0.33189 0.87172 -2.70324
H 2.58711 7.06477 -3.95618
H -9.65414 -2.31447 -1.75630
H 0.47450 0.69113 -1.09753
H 4.43473 3.56450 1.95097
H 4.40149 5.76689 -5.08853
H 1.03629 5.91154 -2.36508
H 1.04115 3.23215 4.07079
H 0.64122 4.98432 -0.29558
H 1.48830 0.77432 1.32705
H -7.30801 1.37998 3.19363
H -0.56998 3.25786 3.29876
H -0.66909 -1.51742 -2.89590
H 3.40979 3.88725 3.37728
H 0.09615 3.19934 -1.96999
H -8.42807 -3.17750 0.24260
*
```

***

3.
Density functional theory data (wB97M-V/def2-TZVPD) for a molecular structure, C30H17CrF15GeN3O5S2.

Output
* relative energy (zero: lowest compared OMol25 entry of this formula, charge and spin): 16.4 kcal per mole
* lowest unoccupied orbital energy (spin up / spin down): 2.194 / 2.190 eV
* DFT total energy: -7109.79111 hartree
* gap between HOMO and LUMO (spin up / spin down): 5.16 / 8.02 eV

```
! wB97M-V def2-TZVPD RIJCOSX def2/J DEFGRID3
* xyz -1 5
Ge -1.05426 0.72665 0.14000
Cr 2.01169 -1.06983 1.54161
S 3.00875 -0.61065 -0.56067
S -0.31354 -1.11007 0.93405
F -3.00904 2.82605 -0.84662
F -2.92072 2.44660 4.72014
F 0.01020 1.59700 -5.02877
F -5.56375 -1.93814 -1.15845
F -2.04752 5.00210 4.39778
F -0.73799 5.70916 2.13418
F -2.44340 0.61921 2.83557
F -5.56551 2.74103 -1.63144
F -6.86261 0.35523 -1.80705
F -1.63187 0.85926 -3.05720
F -3.06461 -1.88057 -0.28801
F 2.51095 2.49204 -4.47324
F 1.71060 1.93882 0.10852
F 3.35594 2.67900 -1.90448
F -0.28276 3.92546 0.21611
O 0.60812 1.65279 4.06740
O 3.85738 -1.57457 2.04394
O 1.63226 -3.23844 1.29745
O 5.05370 -2.53284 3.68685
O 1.72956 0.64834 2.40688
N 2.39204 -0.42968 -3.09711
N 1.72279 -1.65662 3.56307
N 0.90551 -1.72472 -1.83434
C 0.77903 -3.62744 2.39170
C 4.10646 -1.89605 3.27508
C 2.32607 -0.08686 -5.52886
C -2.92408 0.48828 -0.49098
C -5.59278 0.39984 -1.38726
C -1.03391 -2.82671 -2.83468
C 1.41185 -3.10140 3.65840
C 1.02556 0.66017 3.50613
C 0.71732 -0.72659 4.09298
C -1.98522 1.86576 2.62528
C 0.41970 1.67996 -3.75701
C -4.93340 1.61093 -1.29507
C -0.00831 1.35972 -1.39439
C -2.24946 2.79063 3.61685
C 1.27679 1.82576 -1.14921
C -1.29996 2.17398 1.46098
C 1.71209 -0.65997 -4.30271
C -4.93049 -0.76262 -1.05055
C 0.17673 -1.96743 -3.00175
C -0.40861 1.29630 -2.71552
C 1.95851 -0.98881 -1.90495
C -3.62094 1.62579 -0.86223
C 3.02776 -1.38513 4.20532
C 2.12842 2.21967 -2.16436
C 1.69362 2.13593 -3.47426
C -0.89922 3.49144 1.32600
C -3.61781 -0.70580 -0.60156
C 0.58953 -1.44539 -4.22306
C -1.13644 4.44322 2.30117
C -1.80777 4.08777 3.45470
H 3.22209 0.13819 -3.07099
H 0.02367 -1.65022 -5.12390
H 3.14940 -0.30439 4.27900
H 3.33892 -0.47685 -5.68804
H -0.27833 -1.01722 3.75579
H -1.49308 -3.05638 -3.79694
H 0.73853 -0.68440 5.18456
H 1.72370 -0.33740 -6.40089
H 1.11472 -3.24801 0.47175
H -0.77672 -3.76429 -2.33140
H -0.22040 -3.21734 2.24635
H -1.78580 -2.33677 -2.20306
H 2.35602 -3.62459 3.81573
H 0.75927 -3.30667 4.51202
H 0.71591 -4.71606 2.44102
H 3.09039 -1.83114 5.19975
H 2.40871 1.00600 -5.47312
*
```

***

4.
Density functional theory data (wB97M-V/def2-TZVPD) for a molecular structure, C39H45Cl2CrN10O3Se at a distorted geometry.

Output
* relative energy (zero: lowest compared OMol25 entry of this formula, charge and spin): 18.3 kcal per mole
* lowest unoccupied orbital energy (spin up / spin down): 3.858 / 3.858 eV
* DFT total energy: -6652.92229 hartree
* gap between HOMO and LUMO (spin up / spin down): 6.29 / 6.28 eV

```
! wB97M-V def2-TZVPD RIJCOSX def2/J DEFGRID3
* xyz -2 4
Se -1.45003 -1.55750 0.11676
Cr 0.12812 0.34249 -0.37696
Cl 3.02913 -1.20010 6.48357
Cl 3.42202 1.85325 2.06895
O -0.81362 0.34142 -2.04398
O 1.13633 0.37841 1.19179
O -1.29266 1.38661 0.49523
N -0.28767 -1.55754 2.55832
N 1.74462 3.60798 -2.13453
N 0.96238 3.03085 -1.29851
N 1.19373 -2.28461 -1.08033
N 1.36801 -0.96152 -1.16970
N 2.96462 0.40148 -2.30811
N 2.91480 -1.99690 -2.33844
N 1.27542 1.74183 -1.21322
N 2.10174 -2.88020 -1.76031
N 2.60872 2.73373 -2.65408
C -3.19790 3.58096 3.47971
C -5.10030 -4.35356 -3.09466
C -4.03696 4.17044 1.18708
C -6.32738 -0.42116 2.34455
C -4.66240 -3.25524 -4.06341
C -4.00248 -0.85730 1.33287
C 2.43966 -0.81299 -1.96144
C -3.31338 1.84135 1.68605
C -3.03098 3.31623 1.97384
C 1.49087 0.01818 2.35708
C -2.24211 -0.33584 -3.81748
C 0.80461 -1.00674 3.10561
C -1.71614 -0.45287 -2.50247
C -4.02990 -3.92120 -5.29562
C 2.41278 -0.75733 4.91017
C -4.93095 0.00194 1.90362
C -7.38331 0.38879 1.57323
C -3.18330 -1.25867 -4.22540
C 2.29788 1.58152 -2.07321
C -2.39737 0.98519 1.00640
C -0.52510 -2.99970 4.44463
C -0.92842 -2.51492 3.20821
C -5.91030 -2.46281 -4.48649
C 2.61337 0.61865 2.98181
C 3.07019 0.25305 4.22891
C -0.77865 1.71570 -4.29223
C 0.58639 -2.44244 5.04579
C -3.13608 -2.42356 -2.15258
C -1.62087 3.77235 1.59441
C -2.78042 -0.38186 0.90648
C -4.53454 1.32854 2.07951
C -2.21092 -1.50671 -1.69281
C -1.82252 0.73383 -4.82108
C -1.21500 0.03880 -6.05032
C -6.49510 -0.15859 3.84949
C -6.60108 -1.90634 2.08731
C -3.64695 -2.30938 -3.44085
C -3.05845 1.55382 -5.22494
C 1.28610 -1.41072 4.39101
H -0.38524 -0.59036 -5.73549
H -3.49869 2.00543 -4.33810
H -3.81819 0.93885 -5.70277
H -7.27179 0.22708 0.50375
H -1.43367 3.66737 0.53048
H -3.85330 5.23051 1.35708
H -6.39146 0.89922 4.07539
H -5.56432 -3.92155 -2.21234
H -4.20683 -1.90963 1.18860
H -5.82545 -5.00955 -3.57770
H -2.97110 4.62303 3.70335
H -0.54109 2.45190 -5.06182
H -5.23766 2.00229 2.55141
H -3.12247 -4.44586 -5.00571
H -5.66559 -1.71354 -5.23424
H 3.63542 0.41000 -3.06008
H -4.20887 3.37430 3.82261
H -6.33231 -1.94950 -3.62519
H -4.24761 -4.95180 -2.78650
H -1.06970 -3.79993 4.92935
H -3.43298 -3.21737 -1.48195
H -7.60196 -2.16073 2.43823
H -1.93838 -0.59394 -6.56168
H -1.80348 -2.89645 2.69223
H -7.48013 -0.48322 4.18580
H -0.84266 0.77993 -6.75698
H 3.92991 0.74546 4.65797
H -2.51189 2.95081 4.04040
H -5.88614 -2.53088 2.61549
H -5.73639 -0.69892 4.41049
H -3.58420 -1.16123 -5.22236
H -1.13778 2.24065 -3.41152
H 0.13667 1.19800 -4.02063
H -1.49249 4.82088 1.86889
H -5.06101 3.94850 1.48026
H -8.38857 0.08555 1.86803
H -6.54604 -2.13016 1.02520
H 0.93147 -2.78114 6.01085
H -4.72110 -4.63329 -5.74693
H -0.87066 3.18482 2.11691
H -6.66860 -3.12597 -4.90386
H -2.77761 2.34960 -5.91481
H -3.75844 -3.18263 -6.04495
H -3.93397 3.96712 0.12461
H -7.27999 1.45281 1.76736
*
```

***

5.
Density functional theory data (wB97M-V/def2-TZVPD) for C18H18N4O3 in the gas phase at a distorted geometry.

Output
* relative energy (zero: lowest compared OMol25 entry of this formula, charge and spin): 43.8 kcal per mole
* lowest unoccupied orbital energy: 0.331 eV
* DFT total energy: -1141.42956 hartree
* SMILES string: O=C(c1ccco1)N1CCN(Cc2nnc(-c3ccccc3)o2)CC1
* gap between HOMO and LUMO: 9.04 eV

```
! wB97M-V def2-TZVPD RIJCOSX def2/J DEFGRID3
* xyz 0 1
O -0.23630 -2.29701 1.44042
O -0.55568 4.32282 0.47171
O 1.29866 2.60607 -2.05612
N 0.61548 -2.30683 -0.57889
N 1.55397 0.40271 2.61607
N 1.47771 -1.67194 0.23385
N 0.82153 2.58036 0.82538
C 0.22935 1.00478 2.56945
C -2.59276 -3.70143 0.60185
C -3.70602 -4.39092 0.16055
C -0.39712 -2.67649 0.14743
C 1.38846 2.98637 -3.33623
C -1.67054 -3.78287 -1.62956
C 2.47549 0.98569 1.64968
C 0.25256 3.51659 0.02922
C -3.80492 -4.77669 -1.16672
C 0.26540 4.56800 -2.27501
C 0.61303 3.57016 -1.39672
C 0.77528 4.18762 -3.53262
C 1.79498 1.58724 0.41833
C 0.34974 2.47212 2.19243
C 0.96346 -1.67505 1.42125
C -2.78743 -4.47194 -2.05874
C -1.56985 -3.39499 -0.29364
C 1.51853 -1.04285 2.65642
H 2.53743 -1.40538 2.81446
H 3.17632 0.22214 1.31236
H 2.56027 2.05042 -0.20818
H -4.49951 -4.62809 0.85345
H -4.67657 -5.31588 -1.50656
H -0.86589 -3.53483 -2.30307
H 1.03855 2.97637 2.87883
H 0.89758 -1.34590 3.50409
H 1.90515 2.32636 -4.00531
H 0.69591 4.72802 -4.45324
H -0.22444 0.90826 3.56117
H -0.43467 0.50928 1.84158
H -2.50869 -3.39725 1.63459
H -2.86767 -4.77493 -3.09182
H 3.04146 1.77223 2.16288
H -0.28424 5.45168 -2.02629
H -0.61848 2.97529 2.24499
H 1.32098 0.79030 -0.16679
*
```